Entry 1:
DFT (ωB97M-V/def2-TZVPD) results for C33H27CrN4O4 as an isolated structure.

- spin multiplicity = 2
- orbital gap (spin up / spin down) (Ha) = 0.233 / 0.233

Cartesian coordinates (Å):
Cr1 0.1992 -0.2601 -0.0343
O1 -0.7270 -1.1343 1.5066
C1 -0.3546 -1.6506 2.6315
C2 -1.3324 -2.1678 3.5227
C3 -0.9754 -2.6839 4.7421
C4 0.3746 -2.7349 5.1512
C5 1.3350 -2.2717 4.2979
C6 0.9982 -1.7318 3.0356
C7 2.0380 -1.3209 2.1626
N1 1.9254 -0.7957 0.9918
C8 3.1989 -0.4758 0.3298
C9 2.9158 -0.2160 -1.1227
N2 1.7041 0.6046 -1.2308
C10 1.8552 1.7202 -1.8965
C11 0.8942 2.5971 -2.4394
C12 1.3216 3.8789 -2.8829
C13 0.4715 4.7426 -3.5010
C14 -0.8753 4.3411 -3.7198
C15 -1.3223 3.1048 -3.3612
C16 -0.4463 2.1338 -2.7446
O2 -0.8262 0.9646 -2.5131
H1 -2.3659 -2.1329 3.1959
H2 -1.7474 -3.0630 5.4037
H3 0.6416 -3.1380 6.1208
H4 2.3835 -2.3213 4.5799
H5 3.0494 -1.4809 2.5426
H6 3.9174 -1.2868 0.4475
H7 3.6371 0.4234 0.7757
H8 2.7339 -1.1611 -1.6420
H9 3.7764 0.2654 -1.5854
H10 2.8892 2.0283 -2.0780
H11 2.3524 4.1731 -2.7026
H12 0.8123 5.7178 -3.8296
H13 -1.5599 5.0388 -4.1923
H14 -2.3465 2.7956 -3.5408
C17 1.0772 2.3065 1.7092
O3 0.0431 1.5904 1.0350
C18 -1.2638 2.0044 1.2364
C19 -1.6178 3.0590 2.0541
C20 -2.9610 3.3908 2.1856
C21 -3.9277 2.6689 1.5057
C22 -3.5591 1.6107 0.6921
C23 -2.2247 1.2711 0.5518
N3 -1.7418 0.2059 -0.2400
N4 -2.6157 -0.5259 -0.7589
C24 -2.3134 -1.6054 -1.5187
C25 -1.0232 -2.1720 -1.6891
O4 0.0444 -1.7652 -1.0733
C26 -0.8711 -3.2912 -2.5686
C27 -1.9255 -3.8424 -3.2020
C28 -3.2521 -3.3311 -3.0281
C29 -4.3506 -3.9225 -3.6831
C30 -5.6128 -3.4070 -3.5452
C31 -5.8066 -2.2714 -2.7428
C32 -4.7507 -1.6877 -2.0879
C33 -3.4461 -2.2092 -2.2036
H15 0.9758 2.1987 2.7881
H16 1.0509 3.3571 1.4304
H17 2.0145 1.8714 1.3845
H18 -0.8731 3.6275 2.5911
H19 -3.2400 4.2174 2.8249
H20 -4.9729 2.9279 1.6148
H21 -4.2961 1.0300 0.1561
H22 0.1373 -3.6693 -2.6962
H23 -1.7787 -4.6833 -3.8717
H24 -4.1781 -4.8013 -4.2969
H25 -6.4523 -3.8677 -4.0522
H26 -6.7997 -1.8494 -2.6453
H27 -4.9038 -0.8140 -1.4712

Entry 2:
DFT (ωB97M-V/def2-TZVPD) results for C33H27IrN6OP as an isolated structure.

- net charge = +3
- spin multiplicity = 1
- orbital gap (Ha) = 0.246

Cartesian coordinates (Å):
Ir1 1.0517 -1.1152 -0.3711
N1 -2.4061 -3.5478 0.3746
C1 -1.4535 -2.8975 -0.2477
N2 -0.4901 -2.2436 0.3777
C2 -0.4728 -2.2142 1.7908
N3 0.4545 -1.5677 2.4361
N4 1.3642 -1.0070 1.5773
C3 2.4697 -0.4986 1.9789
C4 3.3662 -0.0248 0.9232
C5 4.6096 0.5078 1.1841
C6 5.4217 0.8878 0.1170
C7 4.9590 0.7153 -1.1730
C8 3.6965 0.1701 -1.3702
N5 2.9125 -0.1877 -0.3550
C9 -1.5140 -2.9179 2.5060
C10 -1.5714 -2.9502 3.9054
C11 -2.5813 -3.6464 4.5308
C12 -3.5463 -4.3236 3.7773
C13 -3.5081 -4.3047 2.3969
C14 -2.4899 -3.5985 1.7729
H1 -3.1025 -4.0372 -0.1736
H2 -1.4582 -2.9076 -1.3294
H3 2.7264 -0.4656 3.0318
H4 4.9447 0.6148 2.2072
H5 6.4043 1.3024 0.2991
H6 5.5599 0.9895 -2.0285
H7 3.3017 0.0168 -2.3656
H8 -0.8153 -2.4308 4.4768
H9 -2.6263 -3.6776 5.6104
H10 -4.3303 -4.8742 4.2792
H11 -4.2525 -4.8333 1.8143
O1 0.8543 -2.8748 -2.5195
N6 0.8251 -1.4966 -2.3770
C15 0.6976 -0.7637 -3.4168
C16 0.6130 0.6966 -3.4050
C17 0.7453 1.3034 -4.6528
C18 0.6451 2.6811 -4.7962
C19 0.3847 3.4635 -3.6851
C20 0.2399 2.8704 -2.4325
C21 0.3684 1.4959 -2.2670
P1 -0.0051 0.8447 -0.6238
C22 0.5440 2.0691 0.5643
C23 -0.2576 2.4091 1.6571
C24 0.1889 3.3474 2.5757
C25 1.4222 3.9586 2.4048
C26 2.2166 3.6358 1.3099
C27 1.7861 2.6920 0.3943
C28 -1.7822 0.6017 -0.5422
C29 -2.5693 0.8587 -1.6658
C30 -3.9452 0.6734 -1.6053
C31 -4.5384 0.2364 -0.4326
C32 -3.7583 -0.0224 0.6925
C33 -2.3888 0.1547 0.6402
H12 1.1300 -3.1058 -3.4240
H13 0.6549 -1.2505 -4.3895
H14 0.9228 0.6899 -5.5278
H15 0.7532 3.1318 -5.7733
H16 0.2812 4.5359 -3.7828
H17 0.0119 3.4981 -1.5811
H18 -1.2400 1.9799 1.7862
H19 -0.4383 3.6150 3.4150
H20 1.7577 4.7030 3.1146
H21 3.1656 4.1337 1.1607
H22 2.4043 2.4691 -0.4658
H23 -2.1281 1.2199 -2.5854
H24 -4.5508 0.8860 -2.4759
H25 -5.6118 0.1077 -0.3858
H26 -4.2236 -0.3453 1.6150
H27 -1.7997 -0.0362 1.5292

Entry 3:
DFT (ωB97M-V/def2-TZVPD) results for C33H28BaBrN2O2PS2 as an isolated structure.

- net charge = -2
- spin multiplicity = 1
- orbital gap (Ha) = 0.167

Cartesian coordinates (Å):
Ba1 0.2079 0.1580 0.9222
S1 -2.5146 -4.1855 3.1818
C1 -3.6343 -2.8751 3.3310
C2 -4.9538 -2.8894 3.7731
C3 -5.6465 -1.6931 3.8016
C4 -5.0308 -0.5026 3.4027
C5 -3.7201 -0.4893 2.9675
C6 -3.0099 -1.6899 2.9212
N1 -1.6937 -1.8291 2.4963
C7 -1.2839 -3.0517 2.5819
C8 0.0591 -3.5546 2.2354
C9 0.3776 -4.8711 2.6079
C10 1.6196 -5.3968 2.3130
C11 2.5409 -4.5921 1.6516
C12 2.2012 -3.2917 1.3021
C13 0.9505 -2.6893 1.5570
H1 -5.4271 -3.8134 4.0823
H2 -6.6789 -1.6813 4.1304
H3 -5.5929 0.4230 3.4112
H4 -3.2497 0.4228 2.6286
H5 -0.3367 -5.4906 3.1431
H6 1.8681 -6.4125 2.6014
H7 3.5280 -4.9812 1.4138
H8 2.9666 -2.7090 0.7938
C14 0.1072 -0.0013 -2.6684
O1 0.7254 0.3627 -1.5056
H9 0.0384 0.8300 -3.4095
H10 -0.9374 -0.3420 -2.5321
H11 0.6250 -0.8258 -3.2031
C15 1.8802 2.8095 -2.0982
P1 3.0113 1.7396 -1.1769
C16 3.3605 0.1831 -2.0367
C17 3.3195 0.0633 -3.4232
C18 3.6664 -1.1328 -4.0344
C19 4.0568 -2.2204 -3.2658
C20 4.0966 -2.1049 -1.8833
C21 3.7605 -0.9069 -1.2711
C22 4.6179 2.6188 -1.4626
C23 5.3638 2.9684 -0.3395
C24 6.5762 3.6306 -0.4811
C25 7.0575 3.9474 -1.7440
C26 6.3183 3.6058 -2.8691
C27 5.1043 2.9476 -2.7249
H12 0.8978 2.6863 -1.6502
H13 1.8258 2.5116 -3.1449
H14 2.2308 3.8392 -2.0207
H15 2.9828 0.8925 -4.0328
H16 3.6100 -1.2194 -5.1132
H17 4.3122 -3.1600 -3.7416
H18 4.3735 -2.9567 -1.2739
H19 3.7731 -0.8041 -0.1930
H20 4.9650 2.7155 0.6372
H21 7.1448 3.9000 0.4014
H22 8.0054 4.4611 -1.8571
H23 6.6926 3.8524 -3.8561
H24 4.5349 2.6810 -3.6083
O2 1.3196 1.9624 2.4103
S2 2.1893 2.7676 1.3686
N2 2.8319 1.5139 0.3598
Br1 -7.1513 2.4078 0.5916
C28 -5.3019 1.8980 0.4251
C29 -4.9770 0.7202 -0.2219
C30 -3.6324 0.3564 -0.2956
C31 -2.5667 1.0975 0.2505
C32 -2.9909 2.2979 0.8568
C33 -4.3217 2.7102 0.9638
H25 -5.7563 0.0922 -0.6394
H26 -3.4233 -0.5905 -0.7949
H27 -2.2495 2.9601 1.3058
H28 -4.5899 3.6357 1.4615

The following ΔE to the lowest compared entry with this formula, charge and spin values (in kcal/mol) correspond, in order, to the records above: 10.24; 0.00; 10.05.
The following calculated total energy values (in eV) correspond, in order, to the records above: -77230.494; -57751.727; -143446.608.